Entry 1:
57
Properties=species:S:1:pos:R:3:mulliken_spin:R:1 method="wB97M-V/def2-TZVPD" spin_multiplicity=2 charge=-2 e_tot_ev=-145465.8886 e_homo_ev="-0.44 / -2.88" lumo_ev="4.0761 / 4.0753" mol_weight_da=805.91
Hg -0.671 -0.219 0.439 0.01
C 3.344 0.725 2.318 -0.04
C 2.274 0.805 1.265 0.18
N 1.573 -0.274 0.879 0.24
N 1.911 -1.491 1.499 -0.02
C 1.333 -1.880 2.660 0.01
N 1.439 -3.217 2.905 0.00
S 0.608 -0.829 3.747 0.00
C 2.001 2.051 0.648 0.17
C 2.662 3.257 1.038 0.10
C 2.381 4.431 0.396 -0.03
C 1.435 4.448 -0.647 0.23
C 0.825 3.238 -0.957 -0.11
N 1.071 2.086 -0.361 0.15
H 3.605 -0.311 2.514 0.01
H 2.990 1.160 3.256 0.02
H 4.244 1.258 2.002 0.01
H 2.033 -2.239 0.815 0.00
H 1.529 -3.818 2.087 0.00
H 0.817 -3.534 3.628 0.00
H 3.376 3.246 1.850 0.04
H 2.886 5.346 0.690 0.00
H 1.171 5.357 -1.171 0.02
H 0.081 3.198 -1.753 0.00
O -1.880 -3.195 -1.966 0.00
P -1.996 -3.535 -0.391 0.00
O -3.104 -4.481 -0.157 0.00
O -1.929 -2.248 0.408 0.00
O -0.571 -4.362 -0.120 0.00
P 0.843 -4.093 -0.833 0.00
O 0.873 -5.216 -2.013 0.00
O 1.918 -4.408 0.157 0.00
O 0.822 -2.765 -1.511 0.00
H -1.001 -2.780 -2.103 0.00
H 0.882 -6.084 -1.594 0.00
C -4.328 2.579 2.291 0.00
C -4.279 1.213 2.542 0.00
C -3.239 0.442 2.034 0.01
C -2.223 1.012 1.265 0.01
C -2.285 2.386 1.026 -0.02
C -3.323 3.165 1.532 0.00
H -5.140 3.182 2.684 0.00
H -5.063 0.744 3.129 0.00
H -3.216 -0.624 2.230 0.00
H -1.503 2.867 0.450 0.01
H -3.345 4.232 1.331 0.00
Br 2.774 -0.348 -4.537 0.00
C 0.995 -0.181 -3.902 0.00
C -0.060 -0.206 -4.793 0.00
C -1.340 -0.056 -4.286 0.00
C -1.496 0.109 -2.919 0.00
N -0.471 0.116 -2.077 0.00
C 0.765 -0.034 -2.545 0.01
H 0.116 -0.350 -5.850 0.00
H -2.201 -0.072 -4.940 0.00
H -2.476 0.231 -2.473 0.00
H 1.561 -0.032 -1.815 -0.01


Entry 2:
48
Properties=species:S:1:pos:R:3:mulliken_spin:R:1 method="wB97M-V/def2-TZVPD" spin_multiplicity=4 charge=+3 e_tot_ev=-108631.0270 e_homo_ev="-17.42 / -17.42" lumo_ev="-11.4500 / -12.0550" mol_weight_da=617.59
Re 0.529 -0.046 0.811 2.98
O 6.017 -0.577 1.101 0.00
C 4.835 -0.064 0.866 0.00
C 4.635 1.223 0.305 0.07
C 3.369 1.697 0.074 -0.01
N 2.328 0.903 0.399 0.07
C 2.527 -0.285 0.948 -0.24
Br -0.850 -1.903 1.001 0.08
C 3.729 -0.869 1.213 0.01
H 6.758 0.006 0.877 0.00
H 5.486 1.844 0.053 0.00
H 3.177 2.668 -0.362 0.00
H 3.861 -1.840 1.668 0.00
C -3.315 -2.964 -2.586 0.00
Si -2.120 -1.698 -3.069 -0.01
C -2.177 -0.024 -2.316 0.01
C -0.767 -2.029 -4.181 0.00
C 0.520 -1.615 -3.791 -0.01
C 1.611 -1.898 -4.586 0.00
C 1.425 -2.557 -5.800 0.00
C 0.158 -2.951 -6.210 0.00
C -0.936 -2.706 -5.400 0.00
H -3.808 -3.395 -3.464 0.00
H -4.077 -2.589 -1.904 0.00
H -2.758 -3.781 -2.113 0.00
H -3.121 0.455 -2.600 0.00
H -1.360 0.583 -2.706 0.00
H -2.167 -0.032 -1.221 0.01
H 0.669 -1.075 -2.858 0.01
H 2.606 -1.605 -4.279 0.00
H 2.279 -2.761 -6.433 0.00
H 0.026 -3.459 -7.155 0.00
H -1.917 -3.036 -5.724 0.00
N -2.181 2.242 5.264 0.00
C -2.263 3.204 4.323 0.00
O -2.843 4.250 4.456 0.00
C -1.574 2.964 2.975 0.05
C -1.691 4.000 2.048 0.01
C -1.101 3.896 0.794 0.00
C -0.400 2.758 0.484 0.00
N -0.297 1.741 1.375 0.01
C -0.870 1.842 2.606 -0.07
H -2.631 2.425 6.148 0.00
H -1.690 1.374 5.165 0.00
H -2.247 4.881 2.351 0.00
H -1.173 4.695 0.069 0.00
H 0.105 2.634 -0.466 0.00
H -0.728 0.997 3.269 0.01


Entry 3:
47
Properties=species:S:1:pos:R:3:mulliken_spin:R:1 method="wB97M-V/def2-TZVPD" spin_multiplicity=2 e_tot_ev=-153827.7287 e_homo_ev="-8.78 / -8.71" lumo_ev="-1.0456 / -0.4323" mol_weight_da=528.75
V 9.470 -8.266 9.439 1.29
Cl 12.674 -8.658 13.177 0.00
Ge 11.111 -7.224 12.710 0.01
Cl 9.412 -8.847 11.765 -0.01
Cl 11.410 -6.813 10.405 0.00
Cl 8.618 -11.898 7.235 0.00
C 7.533 -10.568 6.906 -0.01
C 7.080 -10.493 5.578 0.00
C 6.113 -9.578 5.248 -0.01
C 5.577 -8.774 6.223 0.01
C 6.093 -8.795 7.499 -0.01
C 7.115 -9.642 7.887 -0.01
C 7.734 -9.422 9.220 -0.04
H 7.498 -11.177 4.791 0.00
H 5.763 -9.513 4.193 0.00
H 4.767 -8.032 5.978 0.00
H 5.847 -8.125 8.266 0.00
H 8.024 -10.358 9.790 0.00
H 7.063 -8.813 9.891 0.00
C 9.044 -5.912 5.376 0.00
C 10.043 -6.710 6.269 -0.02
C 10.993 -5.782 7.011 0.02
C 9.200 -7.547 7.263 -0.02
C 10.756 -7.696 5.322 -0.01
C 10.135 -8.766 4.746 0.00
C 10.768 -9.808 4.136 0.00
C 12.135 -9.802 3.992 0.00
C 12.828 -8.715 4.539 0.00
C 12.143 -7.652 5.149 0.00
H 8.413 -5.199 5.971 0.00
H 8.343 -6.619 4.953 0.00
H 9.556 -5.342 4.599 0.00
H 10.322 -5.141 7.557 0.00
H 11.622 -5.199 6.336 0.00
H 11.549 -6.427 7.772 0.00
H 8.593 -8.283 6.734 0.03
H 9.018 -8.914 4.818 0.00
H 10.242 -10.628 3.634 0.00
H 12.695 -10.645 3.654 0.00
H 13.919 -8.691 4.523 0.00
H 12.626 -6.782 5.584 0.00
N 8.215 -6.384 9.275 -0.02
C 8.498 -6.786 8.187 -0.06
C 10.832 -9.473 8.424 -0.16
H 10.856 -9.702 7.395 0.02
H 10.727 -10.381 9.079 0.00
H 11.718 -8.834 8.559 0.00


Entry 4:
50
Properties=species:S:1:pos:R:3:lowdin_charge:R:1 method="wB97M-V/def2-TZVPD" e_tot_ev=-54166.9389 e_homo_ev=-7.08 lumo_ev=0.1853 mol_weight_da=605.37
Sr -0.156 0.656 -0.290 1.64
Cl -5.932 -0.923 -4.730 0.67
C -4.340 -0.670 -4.063 -0.62
C -3.267 -1.290 -4.635 -0.18
C -1.978 -1.108 -4.121 -0.65
I -0.356 -2.066 -5.019 0.88
C -1.705 -0.298 -3.018 -0.49
O -0.531 -0.118 -2.526 -0.33
C -2.864 0.348 -2.425 -0.15
N -2.626 1.117 -1.326 0.02
C -3.633 1.708 -0.725 -0.13
C -4.959 1.601 -1.176 -0.05
C -5.223 0.834 -2.275 -0.02
C -4.171 0.165 -2.938 -0.18
H -3.416 -1.931 -5.493 0.09
H -3.402 2.289 0.161 0.11
H -5.749 2.114 -0.647 0.10
H -6.233 0.721 -2.645 0.09
C 1.237 -1.340 4.139 -0.03
C 0.487 -0.076 3.757 -0.54
C -0.606 0.259 4.758 -0.03
O 1.405 1.027 3.642 -0.01
C -0.079 -0.169 2.323 -0.66
O -1.046 0.584 2.022 -0.15
O 0.517 -0.909 1.494 -0.14
H 1.663 -1.223 5.139 0.09
H 2.033 -1.532 3.424 0.08
H 0.565 -2.199 4.150 0.09
H -0.170 0.373 5.754 0.09
H -1.349 -0.539 4.798 0.09
H -1.104 1.182 4.470 0.08
H 1.814 1.159 4.505 0.09
N 1.528 2.622 -0.988 0.08
C 2.014 3.215 -1.856 -0.26
N 2.563 3.887 -2.836 -0.10
C 2.098 5.250 -3.153 -0.13
C 3.304 6.129 -3.489 -0.18
C 4.481 5.760 -2.589 -0.19
C 4.984 4.343 -2.914 -0.16
C 3.837 3.465 -3.427 -0.13
H 1.582 5.638 -2.275 0.13
H 1.385 5.213 -3.979 0.12
H 3.018 7.174 -3.364 0.12
H 3.586 6.002 -4.537 0.12
H 4.154 5.807 -1.547 0.12
H 5.291 6.480 -2.696 0.11
H 5.434 3.893 -2.028 0.11
H 5.758 4.382 -3.682 0.11
H 3.994 2.413 -3.202 0.13
H 3.730 3.551 -4.509 0.13


Entry 5:
45
Properties=species:S:1:pos:R:3:lowdin_charge:R:1 method="wB97M-V/def2-TZVPD" e_tot_ev=-39643.1780 smiles="CC(C)CNC(=O)c1cccc(NC(=O)Cc2ccc(Cl)cc2)c1" e_homo_ev=-8.83 lumo_ev=0.2488 mol_weight_da=344.84
C 3.739 -1.219 -3.639 -0.07
H 4.782 -1.268 -3.336 0.08
H 3.540 -2.028 -4.337 0.08
H 3.117 -1.373 -2.760 0.07
C 3.433 0.129 -4.284 -0.41
C 3.715 1.275 -3.314 -0.08
H 3.456 2.233 -3.760 0.08
H 4.771 1.295 -3.053 0.08
H 3.147 1.154 -2.394 0.07
H 4.077 0.254 -5.161 0.13
C 1.982 0.170 -4.791 -0.16
N 1.014 -0.028 -3.740 0.07
C 0.225 -1.125 -3.668 -0.46
O 0.242 -2.011 -4.499 0.07
C -0.694 -1.148 -2.488 -0.13
C -0.288 -0.721 -1.231 0.02
C -1.162 -0.780 -0.148 -0.21
C -2.456 -1.255 -0.336 0.00
C -2.852 -1.689 -1.589 -0.06
C -1.979 -1.650 -2.660 -0.02
H -2.273 -2.001 -3.637 0.12
H -3.854 -2.067 -1.724 0.11
H -3.136 -1.291 0.498 0.10
N -0.680 -0.351 1.096 0.12
C -1.332 -0.297 2.294 -0.44
O -2.485 -0.605 2.466 0.09
C -0.412 0.180 3.425 -0.06
C -1.212 0.751 4.559 -0.23
C -1.996 -0.082 5.348 -0.03
C -2.768 0.435 6.372 -0.09
C -2.752 1.799 6.612 -0.68
C -1.980 2.646 5.835 -0.10
C -1.218 2.116 4.809 -0.03
H -0.621 2.779 4.199 0.11
H -1.978 3.708 6.028 0.10
Cl -3.706 2.454 7.897 0.67
H -3.378 -0.214 6.980 0.11
H -2.011 -1.143 5.153 0.12
H 0.147 -0.697 3.766 0.13
H 0.296 0.919 3.048 0.12
H 0.292 -0.075 1.090 0.14
H 0.725 -0.369 -1.075 0.11
H 0.912 0.702 -3.054 0.13
H 1.820 -0.639 -5.508 0.12
H 1.791 1.128 -5.287 0.12


Entry 6:
48
Properties=species:S:1:pos:R:3:lowdin_charge:R:1 method="wB97M-V/def2-TZVPD" e_tot_ev=-54570.8176 smiles="O=S(=O)(Cc1ccc(Cl)cc1)N1CCN(Cc2ccc3c(c2)OCO3)CC1" e_homo_ev=-8.10 lumo_ev=0.6470 mol_weight_da=408.91
O -2.506 1.754 2.999 -0.29
S -1.080 1.918 2.992 0.66
O -0.355 1.699 4.209 -0.28
N -0.395 1.003 1.783 -0.24
C -1.273 0.520 0.741 -0.17
C -0.429 0.200 -0.502 -0.15
N 0.658 -0.721 -0.232 -0.16
C 1.471 -0.224 0.859 -0.15
C 0.658 0.073 2.127 -0.16
H 1.276 0.544 2.890 0.11
H 0.242 -0.856 2.542 0.13
H 2.254 -0.951 1.083 0.13
H 1.940 0.705 0.521 0.11
C 0.234 -2.106 -0.085 -0.15
C -0.321 -2.634 -1.383 -0.22
C 0.375 -2.416 -2.564 -0.04
C -0.086 -2.889 -3.789 0.02
C -1.265 -3.593 -3.783 -0.21
C -1.971 -3.817 -2.601 -0.20
C -1.524 -3.344 -1.392 0.05
H -2.083 -3.524 -0.489 0.13
O -3.105 -4.536 -2.877 0.03
C -3.087 -4.766 -4.269 -0.16
O -1.939 -4.168 -4.830 0.03
H -3.990 -4.331 -4.726 0.14
H -3.070 -5.851 -4.464 0.14
H 0.456 -2.717 -4.703 0.12
H 1.294 -1.854 -2.520 0.11
H 1.125 -2.686 0.177 0.13
H -0.507 -2.255 0.714 0.11
H -1.062 -0.224 -1.283 0.12
H 0.019 1.127 -0.870 0.12
H -2.002 1.301 0.528 0.12
H -1.823 -0.372 1.074 0.13
C -0.712 3.619 2.406 -0.15
C 0.682 3.606 1.903 -0.29
C 0.955 3.625 0.540 -0.05
C 2.253 3.524 0.074 -0.11
C 3.292 3.396 0.982 -0.68
C 3.042 3.378 2.346 -0.09
C 1.740 3.485 2.799 -0.04
H 1.534 3.454 3.858 0.12
H 3.859 3.280 3.043 0.11
Cl 4.915 3.253 0.408 0.68
H 2.461 3.540 -0.984 0.11
H 0.144 3.723 -0.166 0.12
H -0.852 4.257 3.275 0.11
H -1.446 3.849 1.641 0.10


Entry 7:
67
Properties=species:S:1:pos:R:3:lowdin_charge:R:1 method="wB97M-V/def2-TZVPD" e_tot_ev=-78786.1684 smiles="O=C1OC[C@@H](F)O1.O=C1OC[C@@H](F)O1.O=C1OC[C@@H](F)O1.O=C1OC[C@@H](F)O1.O=C1OC[C@@H](F)O1.O=C1OC[C@@H](F)O1.C[N+](=O)[O-]" e_homo_ev=-10.79 lumo_ev=-0.2729 mol_weight_da=697.35
C -14.795 -3.663 -17.826 -0.06
C -13.464 -3.592 -17.078 -0.28
O -13.918 -3.297 -15.749 0.14
C -15.189 -3.763 -15.620 -0.55
O -15.789 -3.889 -14.602 0.18
O -15.683 -4.079 -16.816 0.07
F -12.650 -2.621 -17.556 0.08
H -14.779 -4.455 -18.574 0.12
H -15.043 -2.704 -18.285 0.15
H -12.904 -4.527 -17.158 0.16
C -17.826 -5.427 -20.596 -0.04
C -16.567 -5.265 -21.426 -0.30
O -16.034 -6.552 -21.461 0.14
C -16.936 -7.449 -21.057 -0.57
O -16.721 -8.611 -20.980 0.18
O -18.071 -6.833 -20.657 0.09
F -15.713 -4.382 -20.817 0.05
H -18.681 -4.878 -20.980 0.14
H -17.635 -5.125 -19.562 0.13
H -16.825 -4.843 -22.400 0.17
C -17.607 -5.482 -11.826 -0.05
C -18.281 -5.514 -13.150 -0.31
O -19.193 -4.429 -13.050 0.15
C -18.592 -3.511 -12.245 -0.55
O -18.959 -2.421 -11.999 0.19
O -17.489 -4.051 -11.627 0.05
F -18.919 -6.704 -13.365 0.07
H -16.600 -5.870 -11.688 0.14
H -18.227 -5.837 -10.996 0.14
H -17.563 -5.323 -13.955 0.15
C -16.502 -7.261 -17.247 -0.07
C -16.931 -8.374 -16.326 -0.29
O -18.173 -7.888 -15.822 0.12
C -18.587 -6.803 -16.543 -0.54
O -19.550 -6.159 -16.325 0.20
O -17.691 -6.547 -17.518 0.06
F -16.067 -8.507 -15.300 0.09
H -15.971 -7.633 -18.123 0.13
H -15.827 -6.594 -16.712 0.11
H -17.155 -9.301 -16.851 0.18
C -11.072 -8.856 -15.398 -0.05
C -10.641 -7.566 -14.727 -0.30
O -11.561 -6.648 -15.261 0.14
C -12.671 -7.307 -15.695 -0.54
O -13.654 -6.724 -15.975 0.18
O -12.409 -8.629 -15.827 0.07
F -9.416 -7.185 -15.180 0.06
H -10.957 -9.747 -14.783 0.14
H -10.512 -9.077 -16.310 0.14
H -10.596 -7.539 -13.642 0.17
C -21.936 -7.183 -12.097 -0.07
C -22.184 -8.646 -12.406 -0.29
O -22.202 -8.713 -13.812 0.14
C -22.180 -7.451 -14.318 -0.53
O -22.131 -7.175 -15.462 0.19
O -22.290 -6.524 -13.309 0.07
F -23.413 -9.023 -11.914 0.04
H -20.873 -7.063 -11.877 0.12
H -22.536 -6.785 -11.285 0.14
H -21.455 -9.345 -12.000 0.16
C -13.135 -8.025 -20.847 0.04
N -12.814 -8.107 -19.422 -0.43
O -13.678 -8.616 -18.734 0.07
O -11.853 -7.519 -18.984 0.08
H -14.076 -8.420 -21.207 0.08
H -12.325 -8.535 -21.380 0.11
H -12.952 -6.996 -21.157 0.11


Entry 8:
44
Properties=species:S:1:pos:R:3:lowdin_charge:R:1 method="wB97M-V/def2-TZVPD" e_tot_ev=-27789.4883 smiles="O=C(CCc1ccccc1F)N1CCN(c2ccccc2)CC1" e_homo_ev=-7.65 lumo_ev=0.6801 mol_weight_da=312.39
O 1.411 1.946 -1.799 0.06
C 0.607 1.032 -1.866 -0.47
N -0.116 0.649 -0.792 -0.05
C -1.147 -0.365 -0.772 -0.12
H -0.862 -1.214 -1.393 0.11
C -1.362 -0.867 0.656 -0.14
N -1.804 0.216 1.500 -0.10
C -2.581 0.007 2.614 -0.23
C -2.747 -1.271 3.162 -0.04
C -3.548 -1.467 4.269 -0.10
C -4.198 -0.405 4.873 -0.11
C -4.037 0.865 4.345 -0.10
C -3.248 1.073 3.232 -0.04
H -3.163 2.070 2.829 0.10
H -4.540 1.706 4.799 0.10
H -4.820 -0.563 5.741 0.09
H -3.656 -2.465 4.671 0.10
H -2.233 -2.117 2.734 0.10
C -1.256 1.517 1.185 -0.14
H -1.947 2.098 0.555 0.13
C 0.074 1.357 0.460 -0.11
H 0.782 0.809 1.093 0.14
H 0.510 2.331 0.225 0.13
H -1.085 2.075 2.110 0.13
H -2.135 -1.639 0.633 0.13
H -0.428 -1.321 1.018 0.13
H -2.093 0.046 -1.154 0.14
C 0.405 0.264 -3.164 -0.08
H -0.643 0.018 -3.330 0.11
H 0.744 0.926 -3.963 0.13
C 1.271 -1.010 -3.181 -0.12
C 2.674 -0.687 -2.754 -0.18
C 3.614 -0.193 -3.647 -0.03
C 4.885 0.156 -3.227 -0.08
C 5.242 0.019 -1.897 -0.08
C 4.326 -0.473 -0.984 0.00
C 3.064 -0.813 -1.427 -0.23
F 2.175 -1.301 -0.523 0.06
H 4.573 -0.589 0.059 0.12
H 6.231 0.297 -1.566 0.10
H 5.598 0.542 -3.940 0.10
H 3.339 -0.077 -4.685 0.12
H 0.853 -1.762 -2.509 0.10
H 1.274 -1.421 -4.193 0.12